71
Properties=species:S:1:pos:R:3:forces:R:3:lowdin_charge:R:1 method="wB97M-V/def2-TZVPD" e_tot_ha=-3670.3895 homo_ev="-7.08 / -7.84" de_lowest_kj_mol=101.0 s2=6.019 spin_multiplicity=5
Cr 0.0616 -1.0983 -0.4098 -1.4 1.7 -0.8 0.59
C -2.8829 -2.4155 1.0437 -0.9 0.2 0.8 -0.03
C -1.5510 -2.9282 1.5165 1.4 0.6 0.4 -0.27
C -1.3848 -3.2698 2.8600 -0.2 0.9 0.4 -0.03
C -0.1932 -3.8088 3.2997 0.2 -0.7 -1.7 -0.04
C 0.7903 -4.0827 2.3337 1.4 -0.7 1.7 -0.10
C 0.6868 -3.5188 1.0945 0.4 -1.3 -1.2 -0.45
N -0.4315 -2.9515 0.7048 -3.0 1.4 0.2 -0.02
Sb 2.0354 -3.7780 -0.6759 -0.9 1.1 0.7 1.55
C 0.5297 -3.2512 -2.2051 -0.6 1.3 1.5 -0.42
C 0.6342 -3.9317 -3.3606 0.6 -2.2 -0.2 -0.17
C -0.1554 -3.6609 -4.4339 -0.5 -0.5 -1.2 -0.07
C -0.9835 -2.5771 -4.4121 -0.1 0.7 1.0 -0.01
C -1.0915 -1.8464 -3.2065 0.8 -0.2 1.2 -0.22
C -2.0104 -0.6195 -3.1592 -0.2 -1.8 -0.8 0.00
N -0.3729 -2.2355 -2.0707 -0.2 0.0 -2.8 -0.02
C 2.6726 -1.7286 -0.2003 0.9 -0.8 -1.6 -0.45
C 3.9862 -1.4637 -0.5373 1.3 -0.5 -0.5 -0.14
C 4.6549 -0.3599 -0.0384 -0.5 0.1 0.8 -0.04
C 3.8870 0.5042 0.7366 0.1 -0.2 0.3 -0.01
C 2.5368 0.2012 0.9977 0.3 1.0 0.1 -0.27
C 1.7925 1.0143 2.0420 1.4 -3.3 0.9 -0.01
N 1.9200 -0.8703 0.4632 1.4 0.1 1.5 -0.02
H -3.7358 -2.9548 1.6103 1.4 0.7 -1.1 0.11
H -3.0205 -1.3189 1.2703 0.4 -1.0 -0.3 0.08
H -2.9473 -2.5542 -0.0362 -0.3 0.0 0.1 0.07
H -2.1221 -2.9074 3.5914 0.0 -0.7 -0.5 0.13
H -0.0891 -4.1703 4.2939 0.2 0.0 0.7 0.10
H 1.7026 -4.6698 2.6026 -0.9 0.6 -0.2 0.11
H 1.2165 -4.8447 -3.4178 0.4 0.2 0.1 0.09
H -0.1412 -4.3745 -5.2606 0.1 0.5 -0.1 0.12
H -1.5174 -2.2854 -5.2996 -0.3 0.2 0.0 0.12
H -3.0564 -0.9724 -2.9916 0.7 0.5 0.2 0.10
H -1.6886 0.1569 -2.5000 0.1 0.3 0.7 0.05
H -1.9859 -0.2343 -4.1738 -0.1 0.3 -0.1 0.08
H 4.5947 -2.1249 -1.1673 -0.6 -0.1 0.4 0.10
H 5.7510 -0.3342 -0.0786 -0.6 0.5 -0.4 0.12
H 4.3447 1.3557 1.2481 -0.2 -0.3 -0.2 0.12
H 2.5135 1.1991 2.8715 -0.7 0.0 -0.5 0.10
H 1.3675 1.8765 1.7058 -1.0 2.5 -1.1 0.05
H 0.9799 0.3500 2.3564 0.1 0.4 0.3 0.07
Cl 2.6062 5.5744 -5.5701 0.2 1.1 -0.7 0.70
C 2.4989 4.1353 -4.7099 -0.5 -1.6 3.0 -0.73
C 2.3214 2.9160 -5.3384 0.7 0.3 -1.6 -0.13
C 2.1524 1.7579 -4.6194 -1.4 -0.9 0.8 -0.03
C 1.9200 1.7970 -3.2346 2.1 0.4 -0.1 -0.12
C 2.3154 2.9747 -2.5512 -1.2 -0.3 0.2 -0.02
C 2.5112 4.1592 -3.2675 0.0 -0.3 -1.7 -0.09
C 1.5001 0.5117 -2.5490 -1.0 -0.9 -0.8 -0.55
O 1.8084 -0.5703 -3.1269 -0.3 1.4 1.5 -0.02
O 0.6825 0.6702 -1.5458 1.2 -1.4 -0.5 -0.13
H 2.3497 2.8631 -6.4430 0.0 0.1 0.7 0.11
H 2.0367 0.7753 -5.1037 0.0 0.7 0.1 0.12
H 2.3457 2.9184 -1.4389 -0.2 0.4 -1.0 0.12
H 2.5760 5.1427 -2.8282 0.4 -0.1 0.4 0.09
F -3.2852 5.1049 5.7391 -0.4 -1.4 0.7 0.09
C -3.7157 3.8109 6.0017 0.6 0.6 1.3 -0.47
F -4.9835 3.9310 6.4714 0.7 -0.2 -0.6 0.12
F -2.9839 3.3316 7.1187 -1.0 0.8 -2.0 0.06
C -3.4927 2.9749 4.7690 0.1 0.3 -1.4 -0.13
C -2.9442 1.7042 4.8266 0.3 -0.6 -0.9 -0.02
C -2.4773 1.0608 3.6408 0.4 2.2 -0.1 -0.01
C -2.2941 1.8491 2.4445 -1.4 -0.3 0.8 -0.23
C -2.9028 3.1629 2.3781 1.3 -1.1 0.5 -0.02
C -3.5765 3.6310 3.4840 0.0 0.4 1.2 -0.03
C -1.6470 1.1914 1.3510 0.5 -0.8 -0.3 -0.16
C -1.0920 0.3493 0.6368 -0.7 0.7 0.8 -0.07
H -2.8079 1.2065 5.7837 -0.1 0.1 -0.1 0.11
H -1.9954 0.0856 3.6814 -0.3 0.2 0.0 0.10
H -2.6121 3.8737 1.5843 -0.8 -0.8 0.1 0.12
H -4.1111 4.5907 3.4082 0.6 -0.4 0.2 0.12